Here is one molecule with the formula C7H13N3O3S at a distorted geometry from the Open Molecules 2025 dataset. Energies are from wB97M-V/def2-TZVPD.

Structure (XYZ):
```
27
Properties=species:S:1:pos:R:3:forces:R:3
C 0.982235 0.976444 -0.100355 1.6 0.4 -1.0
C -1.682884 1.679710 2.294548 1.9 0.1 -1.5
C 0.534613 -1.465977 -0.130972 -2.9 0.4 1.6
C 0.909398 -0.154519 -2.189081 3.1 1.0 0.1
C 0.013268 -1.182025 -1.545113 2.5 -1.1 -2.0
C -0.611394 -3.324691 -2.169216 -1.9 0.2 -1.8
C 0.986750 2.169878 0.537060 0.3 1.1 1.1
N 1.219268 -0.279997 0.401827 -1.2 -0.1 -0.8
N -2.892126 1.880902 2.457847 -1.9 -2.6 -1.1
N -0.674623 2.495229 2.697387 2.6 0.2 0.0
O 1.631994 3.363470 2.882092 0.8 1.0 -0.1
O 1.056684 1.055100 -1.455441 -1.1 0.4 1.7
O 0.294607 -2.319185 -2.407919 -0.2 0.9 0.9
S 1.048351 2.165037 2.309874 -1.7 -1.3 -0.4
H -1.198308 0.904117 1.545431 -1.7 1.0 1.4
H -0.329179 -1.895110 0.556952 1.2 1.4 -1.1
H 1.229130 -2.253853 -0.028351 0.9 -1.0 -1.0
H 1.989560 -0.582847 -2.199916 -1.8 0.3 -0.6
H 0.638071 0.357337 -3.123074 -0.2 -1.6 -0.3
H -0.983718 -0.926404 -1.800992 -1.4 0.3 1.1
H -1.656207 -3.217334 -2.481948 -0.3 1.4 -0.3
H -0.767594 -3.679925 -1.223031 0.6 -0.6 3.1
H -0.408501 -4.124988 -2.776990 1.4 -2.1 -1.3
H 1.212308 3.134514 0.022250 -0.6 -1.0 0.4
H -3.328804 2.589334 2.986257 0.4 1.1 0.8
H -0.625448 2.988902 3.576583 -0.6 0.1 0.1
H 1.412549 -0.353120 1.364294 0.2 0.3 1.2
```
Positions in Å, forces in eV/Å.

Output
ΔE to the lowest compared entry with this formula, charge and spin in kcal/mol: 53.2
Kohn-Sham gap in eV: 8.9328

Results of the natural (NBO) charge analysis, in e, for atoms 1 through 5: atom 1 (C): 0.5235, atom 2 (C): 0.2998, atom 3 (C): -0.2373, atom 4 (C): -0.0824, atom 5 (C): 0.0233

=====

Here is a 2-piece molecular cluster, C3H3ClS overall at a distorted geometry from the Open Molecules 2025 dataset. Energies are from wB97M-V/def2-TZVPD.

Structure (XYZ):
```
8
Properties=species:S:1:pos:R:3:forces:R:3
C 0.985221 0.717796 0.219652 -0.3 -0.3 0.0
C -0.833618 -0.878476 -0.058422 1.4 -3.1 -1.1
C -0.301008 0.425585 0.012051 0.6 1.4 0.0
S -2.203638 -1.626028 0.070757 0.5 0.4 0.0
Cl -1.472329 1.711814 -0.182104 0.1 0.0 0.1
H 1.346346 1.726083 0.304030 -0.1 0.3 0.0
H 1.694139 -0.085343 0.325661 0.0 -0.2 -0.1
H 0.784886 -1.991429 -0.691627 -2.2 1.5 1.0
```
Positions in Å, forces in eV/Å.

Output
ΔE to the lowest compared entry with this formula, charge and spin in kcal/mol: 80.9
Kohn-Sham gap (spin up / spin down) in eV: 7.1883 / 7.2123

Results of the natural (NBO) charge analysis, in e, for atoms 1 through 5: atom 1 (C): -0.2499, atom 2 (C): -0.1714, atom 3 (C): -0.2239, atom 4 (S): 0.2395, atom 5 (Cl): 0.0140

=====

Here is an isolated ion of composition C5H8N and charge +1 at a distorted geometry from the Open Molecules 2025 dataset. Energies are from wB97M-V/def2-TZVPD.

Structure (XYZ):
```
14
Properties=species:S:1:pos:R:3:forces:R:3
C 1.694739 0.619287 -0.026950 0.9 -3.2 -0.5
C 0.733535 -0.157847 0.440872 -2.6 1.5 1.1
C 2.877445 0.680344 -0.631761 0.8 0.3 0.8
C -0.607258 -0.081059 1.216464 1.4 0.8 -1.8
C -0.462132 -1.115982 0.125146 3.8 -1.7 3.2
N -0.807000 -0.721281 -1.183462 -1.3 0.9 -2.1
H 3.891804 0.369611 -0.189344 -2.0 0.3 -0.3
H 3.000539 1.146230 -1.594889 -0.2 0.4 -0.2
H -0.382024 -0.316396 2.222837 -0.6 -0.8 0.9
H -1.346773 0.694796 1.056440 0.1 0.3 0.1
H -0.487085 -2.187887 0.399125 0.2 0.7 -0.6
H 0.014179 -0.678219 -1.781792 0.4 0.0 0.0
H -1.020091 0.265392 -0.933174 -0.7 -0.1 -1.6
H -1.486708 -1.268984 -1.757039 -0.3 0.7 1.0
```
Positions in Å, forces in eV/Å.

Output
ΔE to the lowest compared entry with this formula, charge and spin in kcal/mol: 110.3
Structure (SMILES): C=C=C1C[C@H]1[NH3+]
Kohn-Sham gap in eV: 9.8659
Net charge: +1

Results of the natural (NBO) charge analysis, in e, for atoms 1 through 5: atom 1 (C): 0.0513, atom 2 (C): -0.1113, atom 3 (C): -0.3730, atom 4 (C): -0.4362, atom 5 (C): -0.1026